## w
# C8H10N3

A gas-phase ion, C8H10N3 (charge +1) (wB97M-V/def2-TZVPD, OMol25).

```
! RIJCOSX wB97M-V def2-TZVPD def2/J DEFGRID3
* xyz 1 1
C -0.7459 1.0792 2.0360
N -1.0093 0.0097 1.0253
C -2.1705 -0.7007 1.4613
C -0.2162 -0.0886 -0.0269
C -0.3983 -1.0702 -1.1710
C 0.4159 -1.5428 -2.1486
C 1.6786 -1.0198 -2.5936
N 2.5173 -0.4463 -1.9553
C 2.8655 0.5751 -1.2402
C 1.6867 1.3908 -0.8472
N 0.6343 0.9542 -0.3301
H -1.5997 1.7614 2.1418
H -0.7645 0.5764 2.9773
H 0.3270 1.5125 1.8096
H -2.3520 -1.6219 0.8037
H -2.0559 -0.8528 2.4652
H -3.0304 0.0073 1.4230
H -1.3762 -1.4743 -0.8831
H -0.0297 -2.3070 -2.9005
H 3.9255 0.7690 -1.0335
H 1.6977 2.4888 -1.0132
*
```

Summary:
LUMO energy = -5.20 eV
HOMO energy = -11.961 eV
SMILES string = CN(C)C1=C/C=C=[N+]=C/C=N\1
HOMO-LUMO gap = 0.248 Ha

In elementary charge units, the natural (NBO) charges are: -0.422, -0.304, -0.403, 0.518, -0.269, -0.188, 0.274, -0.202, -0.168, 0.222, -0.439, 0.239, 0.222, 0.250, 0.233, 0.222, 0.234, 0.230, 0.274, 0.254, 0.222

## x
# C8H10N3

A gas-phase ion, C8H10N3 (charge +1) (wB97M-V/def2-TZVPD, OMol25).

```
! RIJCOSX wB97M-V def2-TZVPD def2/J DEFGRID3
* xyz 1 1
C 1.8730 1.3359 -0.2923
N 0.3841 1.1998 -0.2828
N -0.0398 1.4107 -1.6152
N -0.3354 2.2061 0.4290
C -1.2167 1.6079 1.1185
C -1.2171 0.1742 0.9646
C -1.8504 -0.9385 1.4224
C -1.5720 -2.2601 0.9901
C -0.5644 -2.4527 0.0126
C 0.2768 -1.3983 -0.3637
C -0.1082 -0.0971 0.1236
H 2.3065 2.3065 -0.5898
H 2.2974 1.1282 0.6875
H 2.1833 0.4954 -1.0145
H -0.5172 0.6654 -2.0073
H 0.6173 2.0181 -2.1639
H -2.0506 2.1049 1.6934
H -2.6734 -0.8807 2.1375
H -2.1247 -3.1442 1.3590
H -0.3015 -3.5172 -0.0685
H 1.1212 -1.5422 -1.1325
*
```

Summary:
LUMO energy = -4.25 eV
HOMO energy = -13.758 eV
SMILES string = C[N@+]1(N)N=Cc2ccccc21
HOMO-LUMO gap = 0.350 Ha

In elementary charge units, the natural (NBO) charges are: -0.416, 0.018, -0.646, -0.195, 0.123, -0.150, -0.147, -0.158, -0.172, -0.224, 0.138, 0.263, 0.248, 0.237, 0.404, 0.413, 0.259, 0.242, 0.254, 0.252, 0.258

Unit: kcal/mol. Relative energies: w 57.5; x 0.0.

## w
# C2H10NO3

3 unconnected molecules or ions with the total composition C2H10NO3 (wB97M-V/def2-TZVPD, OMol25).

```
! RIJCOSX wB97M-V def2-TZVPD def2/J DEFGRID3
* xyz 1 1
O -1.6883 -1.9427 -1.0079
C -0.9723 -2.1156 -0.0351
C 0.2059 -0.9951 0.3013
N -0.0531 0.2449 -0.3965
H -0.7209 -3.1755 0.2933
H 1.0730 -1.3666 -0.2381
H 0.5539 -0.8595 1.3959
H 0.7057 0.9126 -0.1974
H -0.9198 0.7677 -0.0107
H -0.1696 0.2201 -1.4096
H -2.4674 2.8859 0.8672
H -3.0501 2.3065 -0.2284
O -2.1361 2.3807 0.1542
H 3.5867 0.5461 -0.4204
H 3.1371 0.1140 0.9484
O 2.9152 0.0765 -0.0161
*
```

Summary:
LUMO energy = -3.45 eV
HOMO energy = -14.444 eV
HOMO-LUMO gap = 0.404 Ha

In elementary charge units, the natural (NBO) charges are: -0.482, 0.418, -0.347, -0.702, 0.173, 0.263, 0.254, 0.461, 0.479, 0.455, 0.487, 0.491, -0.959, 0.489, 0.489, -0.969

## x
# C2H10NO3

3 unconnected molecules or ions with the total composition C2H10NO3 (wB97M-V/def2-TZVPD, OMol25).

```
! RIJCOSX wB97M-V def2-TZVPD def2/J DEFGRID3
* xyz 1 1
O -0.1206 -2.5893 -0.5017
C -1.2312 -2.0241 -0.6564
C -1.3146 -0.4629 -0.4655
N -0.3158 -0.0620 0.6428
H -2.1269 -2.6492 -1.0218
H -2.3360 -0.1855 -0.3067
H -0.9816 0.2662 -1.2210
H -0.3041 0.9356 0.8540
H 0.7206 -0.0794 0.4718
H -0.4238 -0.7656 1.4098
H 2.4522 -0.7548 -1.3939
H 2.4814 0.4328 -0.6147
O 1.8937 -0.2929 -0.7858
H 0.0173 3.2729 1.0482
H 1.0852 2.5239 1.6735
O 0.5042 2.4342 0.8675
*
```

Summary:
LUMO energy = -3.72 eV
HOMO energy = -14.401 eV
HOMO-LUMO gap = 0.392 Ha

In elementary charge units, the natural (NBO) charges are: -0.476, 0.379, -0.322, -0.731, 0.188, 0.241, 0.263, 0.464, 0.480, 0.436, 0.507, 0.481, -0.956, 0.507, 0.496, -0.957

Unit: kcal/mol. Relative energies: w 0.0; x 3.1.

## w
# C3H6ClN

A single C3H6ClN molecule (wB97M-V/def2-TZVPD, OMol25).

```
! RIJCOSX wB97M-V def2-TZVPD def2/J DEFGRID3
* xyz 0 1
C 1.4827 -0.1924 -0.1105
C 0.0266 -0.4559 0.1401
C -0.9613 0.7909 0.0227
N -2.2205 0.9866 0.0712
Cl -3.1164 -0.5332 0.0141
H 1.5706 0.0281 -1.1949
H 2.2463 -0.9704 -0.1110
H 1.9739 0.5285 0.6481
H -0.1801 -0.7733 1.2454
H -0.3606 -1.1630 -0.5974
H -0.4613 1.7543 -0.1278
*
```

Summary:
LUMO energy = 0.83 eV
HOMO energy = -10.122 eV
SMILES string = CC/C=N\Cl
HOMO-LUMO gap = 0.403 Ha

In elementary charge units, the natural (NBO) charges are: -0.641, -0.476, 0.126, -0.364, 0.022, 0.217, 0.236, 0.218, 0.235, 0.237, 0.190

## x
# C3H6ClN

2 unconnected molecules or ions with the total composition C3H6ClN (wB97M-V/def2-TZVPD, OMol25).

```
! RIJCOSX wB97M-V def2-TZVPD def2/J DEFGRID3
* xyz 0 1
C 0.4417 -0.5424 0.6920
C -0.7457 0.0886 0.0696
C -0.9343 1.3317 -0.2059
H 2.4908 -0.9958 -0.5616
H 0.4980 -0.7389 -1.4606
H 0.8722 0.4149 1.0792
H 0.3067 -1.1202 1.6615
H -1.8066 2.1339 -0.3361
H 0.0103 1.8846 -0.3922
N 0.9918 -1.3320 -0.5030
Cl -2.1248 -1.1244 -0.0428
*
```

Summary:
LUMO energy = 0.19 eV
HOMO energy = -9.401 eV
HOMO-LUMO gap = 0.352 Ha

In elementary charge units, the natural (NBO) charges are: -0.318, 0.033, -0.447, 0.316, 0.377, 0.205, 0.233, 0.253, 0.210, -0.777, -0.085

Unit: kcal/mol. Relative energies: w 0.0; x 72.0.

## w
# C3H8IN

A single C3H8IN molecule (wB97M-V/def2-TZVPD, OMol25).

```
! RIJCOSX wB97M-V def2-TZVPD def2/J DEFGRID3
* xyz 0 1
C 0.4557 1.4981 0.3535
C 0.1889 0.5270 -0.7388
N -0.4752 -0.6207 -0.4738
C -0.0079 -1.7517 0.2342
I -2.9026 0.0495 0.2638
H 1.0817 2.3611 -0.0073
H -0.5590 1.8915 0.6254
H 0.8217 1.0490 1.3398
H -0.2836 0.9633 -1.6111
H 1.1564 0.1793 -1.1087
H 0.7102 -1.3578 0.9814
H -0.8545 -2.3704 0.4506
H 0.6682 -2.4182 -0.3091
*
```

Summary:
LUMO energy (spin up / spin down) = -1.01 / -1.61 eV
HOMO energy (spin up / spin down) = -8.516 / -8.902 eV
SMILES string = CCN(C)I
HOMO-LUMO gap (spin up / spin down) = 0.276 / 0.268 Ha

In elementary charge units, the natural (NBO) charges are: -0.631, -0.288, -0.244, -0.478, -0.101, 0.226, 0.228, 0.216, 0.208, 0.213, 0.185, 0.241, 0.226

## x
# C3H8IN

2 unconnected molecules or ions with the total composition C3H8IN (wB97M-V/def2-TZVPD, OMol25).

```
! RIJCOSX wB97M-V def2-TZVPD def2/J DEFGRID3
* xyz 0 1
C -1.6987 0.3281 0.8183
C -0.4600 0.5298 -0.0033
C 0.1676 -0.7295 -0.6414
N -0.2062 1.6139 -0.6247
H -1.6239 -0.5298 1.6347
H -1.9069 1.2530 1.1647
H -2.4939 -0.0552 0.2099
H -0.5883 -1.3687 -1.1515
H 0.8499 -1.4550 0.0212
H 0.8939 -0.2873 -1.3760
H -0.7538 2.4410 -0.3905
I 4.3458 -0.2472 0.3169
H 3.4745 -1.4931 0.0216
*
```

Summary:
LUMO energy = 0.79 eV
HOMO energy = -9.752 eV
SMILES string = CC(C)=N.I
HOMO-LUMO gap = 0.387 Ha

In elementary charge units, the natural (NBO) charges are: -0.674, 0.314, -0.682, -0.629, 0.217, 0.212, 0.230, 0.224, 0.209, 0.242, 0.335, -0.085, 0.086

Unit: kcal/mol. Relative energies: w 33.8; x 0.0.